# 1
This record from OMol25 describes an isolated molecule of C22H34N4O5S in a non-equilibrium geometry. The level of theory is ωB97M-V/def2-TZVPD.

Last column: Mulliken charge in e.
Cartesian coordinates (Å):
C (-6.51870, -0.64827, 1.10494)  -1.422
H (-6.95525, -0.67463, 0.07183)  0.320
C (-4.94304, -0.21858, 0.76541)  -0.409
H (-4.58865, -1.10400, 0.13348)  0.062
H (-4.54671, -0.48295, 1.59412)  0.778
C (-4.99238, 0.97633, 0.18237)  -0.928
N (-3.62018, 1.27921, 0.15280)  0.335
C (-3.10334, 1.61479, -1.50162)  -0.941
H (-3.81576, 2.24785, -2.07063)  0.330
C (-2.88930, 0.18497, -2.07339)  -0.555
N (-2.12923, -0.41105, -1.24576)  0.282
C (-1.06001, -1.10227, -1.83664)  0.151
O (-0.60846, -1.35632, -3.01863)  -0.691
C (-0.15109, -1.87623, -0.63573)  0.171
H (-0.30707, -1.51271, 0.17928)  1.441
C (-0.75143, -3.44285, -0.49032)  -1.435
C (0.19828, -4.38214, 0.41883)  -0.840
C (1.59481, -4.21599, 0.03505)  -0.925
N (2.20859, -2.68869, -0.20969)  -0.091
S (2.44625, -2.00349, 1.42456)  1.368
O (2.98954, -3.04954, 2.08256)  -0.684
O (1.28247, -1.14623, 1.97132)  -0.695
C (3.77971, -0.84577, 0.80916)  0.076
C (4.89639, -1.49272, 0.48104)  -0.492
C (6.01280, -0.59528, -0.38653)  -0.540
C (5.91847, 0.62973, -0.13937)  0.239
C (4.64771, 0.99823, 0.32410)  0.529
C (3.62608, 0.57396, 0.74511)  -0.552
H (2.58550, 0.79075, 1.25379)  0.387
O (4.76706, 2.50044, 0.30524)  -0.540
C (5.97568, 2.95193, -0.31754)  0.422
O (6.34114, 3.92121, -0.59863)  -0.308
N (6.67306, 1.69812, -0.47110)  -0.042
C (7.95585, 1.46755, -1.03852)  -1.201
H (8.61173, 1.04264, -0.29867)  0.354
H (8.03294, 1.24694, -1.92081)  0.568
H (8.33592, 2.62520, -1.35877)  0.292
H (6.93324, -1.18864, -0.22371)  0.309
H (5.01366, -2.57342, 0.34789)  0.387
C (1.20231, -1.83735, -0.93456)  -2.798
H (1.80241, -1.02993, -0.80951)  0.998
H (1.30307, -2.25466, -1.81600)  0.748
H (2.16578, -4.69931, 0.72243)  0.566
H (1.72692, -4.77581, -0.99615)  0.362
H (-0.27819, -5.19616, 0.32024)  0.684
H (0.22397, -3.86109, 1.35664)  0.279
H (-1.64764, -3.53197, -0.27209)  0.959
H (-0.47655, -3.99735, -1.57568)  0.260
H (-2.22263, -0.46357, -0.37550)  0.143
H (-4.03738, -0.18136, -2.12946)  0.160
H (-2.44285, 0.38482, -3.09701)  0.417
H (-2.07915, 2.12145, -1.40320)  0.392
C (-2.85702, 2.45274, 0.83222)  -1.647
C (-3.41651, 3.75740, 0.77094)  0.085
C (-2.85965, 4.70446, 1.88148)  -1.426
H (-3.32843, 4.57115, 2.94422)  0.295
H (-1.91385, 4.68349, 1.74637)  0.563
H (-3.36582, 5.80285, 1.62272)  0.272
H (-3.06801, 4.26556, -0.27350)  0.179
H (-4.42718, 3.87859, 0.91966)  0.287
H (-3.31973, 2.01277, 1.83750)  0.272
H (-1.90145, 2.33688, 1.01936)  0.910
H (-5.41022, 1.81572, 0.67752)  0.456
H (-5.57478, 1.02114, -0.74356)  0.333
H (-6.64584, -1.73507, 1.52602)  0.298
H (-6.99789, 0.01650, 1.70205)  0.442

## Properties
* HOMO-LUMO gap: 9.28 eV
* LUMO level: 0.513 eV
* HOMO energy: -8.77 eV
* structure (SMILES): CCCN(CCC)CCNC(=O)[C@H]1CCCN(S(=O)(=O)c2ccc3c(c2)oc(=O)n3C)C1
* energy: -50378.07580 eV



# 2
This record from OMol25 describes an isolated molecule of C18H17N3O3S2 in a non-equilibrium geometry. The level of theory is ωB97M-V/def2-TZVPD.

Last column: Mulliken charge in e.
Cartesian coordinates (Å):
C (-5.54653, -1.30760, 0.86250)  -0.954
H (-6.59265, -1.32448, 0.56010)  0.259
O (-4.96469, -0.25805, 0.12795)  -0.448
C (-3.63776, 0.02007, 0.30286)  1.282
C (-2.81781, -0.70421, 1.16543)  -0.345
C (-1.47655, -0.41880, 1.30830)  -1.287
C (-0.90904, 0.62004, 0.57383)  1.181
C (-1.72019, 1.35607, -0.28343)  -0.871
C (-3.07376, 1.08468, -0.43303)  0.178
O (-3.70308, 1.90126, -1.31889)  -0.469
C (-5.10528, 1.89126, -1.47458)  -0.767
H (-5.31636, 2.70892, -2.16361)  0.286
H (-5.61784, 2.07334, -0.52786)  0.298
H (-5.45992, 0.95271, -1.90454)  0.251
H (-1.31287, 2.16943, -0.86468)  0.437
C (0.49836, 0.89240, 0.69472)  -0.003
N (1.30394, 0.25415, 1.47068)  -0.475
N (2.56885, 0.62326, 1.39021)  -0.364
C (2.78551, 1.56456, 0.53447)  0.467
N (3.99329, 2.11397, 0.22700)  -0.021
C (5.27322, 1.61513, 0.41991)  0.319
O (6.21543, 2.33224, 0.19286)  -0.614
C (5.38660, 0.16790, 0.80159)  -0.554
H (4.59094, -0.16413, 1.46227)  0.399
H (6.37441, -0.02418, 1.21547)  0.399
S (5.29404, -0.77796, -0.77592)  -0.112
C (3.57017, -1.25234, -0.80241)  0.277
C (3.07243, -2.12116, 0.15648)  -0.423
C (1.74073, -2.49023, 0.11602)  -0.507
C (0.91272, -2.00629, -0.88369)  -0.389
C (1.41830, -1.15032, -1.84736)  -0.572
C (2.75001, -0.77293, -1.81176)  -0.375
H (3.15540, -0.10366, -2.55594)  0.441
H (0.77309, -0.76548, -2.62347)  0.408
H (-0.12937, -2.28818, -0.90707)  0.410
H (1.34895, -3.15759, 0.86816)  0.374
H (3.72271, -2.49618, 0.93188)  0.422
H (3.97413, 3.02878, -0.20928)  0.229
S (1.32122, 2.12228, -0.27333)  -0.347
H (-0.85544, -0.99129, 1.97649)  0.480
H (-3.23371, -1.51708, 1.73818)  0.382
H (-5.08647, -2.27129, 0.62313)  0.356
H (-5.48513, -1.12898, 1.94036)  0.363

## Properties
* HOMO-LUMO gap: 8.17 eV
* LUMO level: 0.073 eV
* HOMO energy: -8.09 eV
* structure (SMILES): COc1ccc(-c2nnc(NC(=O)CSc3ccccc3)s2)cc1OC
* energy: -51224.13275 eV



# 3
This record from OMol25 describes a cluster of 3 separate species, C42H51F4IN3O9S in total in a non-equilibrium geometry. The level of theory is ωB97M-V/def2-TZVPD.

Last column: Mulliken charge in e.
Cartesian coordinates (Å):
C (1.89522, 4.50882, 3.73589)  -1.218
C (1.07587, 4.20201, 2.47804)  -0.551
C (0.12906, 3.02242, 2.63892)  0.523
O (0.71678, 2.07992, 3.53517)  0.000
C (-0.07382, 1.04117, 3.94701)  -1.465
N (0.04089, -0.12587, 3.02117)  1.028
C (-0.84727, -0.46513, 2.13630)  -0.413
C (-2.11355, 0.30894, 1.97106)  -0.376
I (-3.09822, -0.03372, 0.09544)  0.454
C (-3.09014, 0.14228, 3.18164)  -0.484
C (-4.30055, -0.77133, 3.02524)  -1.775
C (-0.39209, -1.64890, 1.34921)  0.992
C (-1.29724, -2.89187, 1.35269)  -0.262
C (-1.22579, -3.63377, 0.04137)  -1.140
N (-1.48777, -3.04591, -1.04104)  -0.195
C (1.13248, -1.76962, 1.66325)  3.292
C (1.63848, -3.22508, 1.84420)  -1.104
C (2.02343, -4.02144, 0.57693)  -1.860
C (3.49138, -3.99209, 0.22833)  0.111
C (4.38402, -4.65853, 1.05710)  -0.220
C (5.73966, -4.66305, 0.78975)  -0.852
C (6.21563, -4.00744, -0.33338)  -0.532
C (5.33430, -3.35130, -1.17027)  -0.914
C (3.97818, -3.34633, -0.89758)  0.095
C (1.87036, -1.14916, 0.45540)  -1.490
C (1.72577, 0.33713, 0.07149)  -1.639
N (1.48311, 0.44139, -1.37882)  0.329
C (0.04912, 0.35061, -1.69821)  0.583
C (-0.21446, 0.64390, -3.17649)  -1.827
C (2.06201, 1.69976, -1.80301)  0.796
C (1.29651, 2.97656, -1.57395)  -0.641
O (3.15781, 1.71546, -2.28631)  -0.603
C (1.21134, -1.04848, 3.06383)  -0.289
C (1.01437, -1.95798, 4.31017)  -0.552
C (-0.23447, -2.78979, 4.40774)  -0.387
O (-0.29939, -3.97759, 4.43743)  -0.459
F (-1.36300, -2.02987, 4.54345)  -0.159
S (2.76247, -0.10576, 3.50850)  1.450
O (2.63433, 0.25873, 4.88923)  -0.728
O (3.07572, 0.90805, 2.55698)  -0.546
C (4.21618, -1.29133, 3.45036)  0.544
F (4.03447, -2.33415, 4.23793)  -0.213
F (5.20209, -0.55743, 3.89993)  -0.216
F (4.46615, -1.67453, 2.22732)  -0.140
H (2.31762, 5.50560, 3.64827)  0.450
H (1.29549, 4.43052, 4.63865)  0.276
H (2.72216, 3.80922, 3.81650)  0.238
H (1.77546, 3.94917, 1.68226)  0.085
H (0.51440, 5.07821, 2.16335)  0.491
H (-0.87221, 3.31335, 2.97128)  0.427
H (0.01709, 2.53894, 1.66051)  -0.536
H (0.28542, 0.72575, 4.92227)  0.461
H (-1.11817, 1.32157, 4.03912)  0.866
H (-1.85901, 1.36013, 1.89138)  0.457
H (-2.55036, -0.17835, 4.06548)  0.485
H (-3.46150, 1.14347, 3.39846)  0.513
H (-4.67739, -0.98540, 4.02524)  0.435
H (-5.11194, -0.28195, 2.49672)  0.428
H (-4.06534, -1.73105, 2.57272)  0.352
H (-0.47218, -1.29853, 0.31200)  -1.251
H (-2.32490, -2.53681, 1.45622)  0.081
H (-1.12529, -3.57198, 2.17889)  0.067
H (-0.93524, -4.68415, 0.07199)  0.448
H (-1.40016, -3.67298, -1.83714)  0.299
H (2.50470, -3.25125, 2.49965)  0.542
H (0.88261, -3.81018, 2.35757)  0.264
H (1.40971, -3.75949, -0.28224)  0.478
H (1.78780, -5.06533, 0.79052)  0.632
H (4.01066, -5.19156, 1.92327)  0.433
H (6.40591, -5.18036, 1.46352)  0.422
H (7.27203, -4.02497, -0.55483)  0.416
H (5.72010, -2.84372, -2.04178)  0.436
H (3.30030, -2.83903, -1.57060)  0.421
H (1.52865, -1.70094, -0.41659)  0.874
H (2.92877, -1.36485, 0.53721)  0.679
H (2.67681, 0.81437, 0.25951)  1.100
H (0.98688, 0.89826, 0.65659)  -0.549
H (-0.24563, -0.68712, -1.53655)  0.090
H (-0.53771, 1.02009, -1.05965)  -0.085
H (-0.42601, 1.68833, -3.36134)  0.261
H (-1.04605, 0.03783, -3.52791)  0.574
H (0.65386, 0.32093, -3.75095)  0.389
H (1.98205, 3.77879, -1.32454)  0.410
H (0.79473, 3.25285, -2.50211)  -0.040
H (0.51295, 2.89259, -0.82370)  0.063
H (1.82575, -2.66971, 4.41024)  0.385
H (1.05002, -1.33894, 5.20668)  0.987
C (-0.59461, 5.30734, -7.62459)  -0.419
C (-1.23950, 4.97317, -6.51049)  -0.463
C (-0.60549, 4.11022, -5.48486)  0.533
O (-1.19878, 3.80597, -4.46867)  -0.544
C (0.77570, 3.63228, -5.74528)  -0.034
C (1.42242, 3.96537, -6.85829)  -0.455
C (0.78844, 4.83112, -7.88781)  0.257
O (1.37676, 5.13543, -8.89954)  -0.527
H (-1.03591, 5.93533, -8.38780)  0.411
H (-2.24629, 5.30838, -6.29688)  0.428
H (1.22162, 3.00221, -4.98489)  0.375
H (2.42927, 3.62923, -7.07039)  0.450
C (-6.08566, -0.17202, -1.99923)  -0.037
C (-7.37613, -0.34215, -1.73580)  -0.592
C (-8.40498, -0.08974, -2.78158)  0.345
O (-9.58127, -0.24082, -2.54720)  -0.526
C (-7.92849, 0.35401, -4.11891)  -0.405
C (-6.63317, 0.52140, -4.37432)  -0.395
C (-5.61110, 0.26958, -3.33128)  0.506
O (-4.42439, 0.41340, -3.54244)  -0.534
H (-5.29751, -0.33937, -1.27404)  0.149
H (-7.74280, -0.66534, -0.76967)  0.430
H (-8.69557, 0.53006, -4.86191)  0.412
H (-6.26483, 0.84388, -5.33965)  0.433

## Properties
* HOMO-LUMO gap: 7.49 eV
* total charge: +1
* LUMO level: -3.883 eV
* HOMO energy: -11.37 eV
* energy: -97074.38716 eV



# 4
This record from OMol25 describes a structure of composition C2H2OS3 in a non-equilibrium geometry. The level of theory is ωB97M-V/def2-TZVPD.

Last column: Mulliken charge in e.
Cartesian coordinates (Å):
C (0.85039, 0.68104, -0.17980)  0.214
C (-0.44567, -0.04992, 0.07258)  0.522
H (1.59885, -1.68722, 0.21333)  0.206
H (-2.69406, -0.32190, 0.31740)  0.191
O (-0.50894, -1.30264, 0.30216)  -0.533
S (2.13188, -0.37012, -0.41524)  -0.204
S (1.23168, 2.19439, 0.07516)  -0.180
S (-2.16413, 0.85636, -0.38558)  -0.218

## Properties
* HOMO-LUMO gap: 7.47 eV
* LUMO level: -1.800 eV
* HOMO energy: -9.27 eV
* energy: -36657.12643 eV